Record 1
Molecular formula: C24H34BF5N7O3ReS2SiTe
Method: DFT, the ωB97M-V functional and the def2-TZVPD basis

```
79
Properties=species:S:1:pos:R:3:forces:R:3
Re -0.76290 -0.84607 0.17921 -0.1 0.8 0.0
C 1.45713 -4.25953 0.63373 0.0 0.0 0.0
N 1.87044 -3.38226 1.71746 0.0 0.0 0.0
C 2.32454 -3.82758 2.93197 0.0 0.0 0.0
C 2.66060 -2.72812 3.64735 0.0 0.0 0.0
N 2.41011 -1.62166 2.87650 0.1 0.1 0.0
B 2.93039 -0.21318 3.32555 -0.1 0.0 -0.1
N 1.88145 0.94009 3.07782 -0.1 0.0 0.0
C 2.30574 2.22242 2.86583 0.0 0.0 0.1
C 1.22541 3.04575 2.91838 -0.1 0.0 0.0
N 0.14133 2.25206 3.16154 0.0 0.0 0.1
C -1.21792 2.70566 3.42546 0.0 0.0 -0.1
C 0.55704 0.97308 3.24644 0.1 0.0 -0.1
S -0.52090 -0.38277 3.42725 -0.2 0.0 -0.2
C 1.91657 -2.03443 1.70842 0.0 -0.2 0.0
S 1.52319 -1.02221 0.33692 0.0 0.4 -0.1
H 0.52835 -4.75785 0.90116 0.0 0.0 0.0
H 2.24264 -4.99203 0.45932 0.0 0.0 0.0
H 1.31667 -3.65972 -0.26094 0.0 0.0 0.0
H 2.36758 -4.87441 3.17404 0.0 0.0 0.0
H 3.06356 -2.63537 4.63922 0.0 0.0 0.0
H 3.12398 -0.29981 4.50725 0.0 0.1 0.0
H 3.91081 0.08656 2.69926 0.0 0.0 0.0
H 3.34638 2.44514 2.71315 0.0 0.0 0.0
H 1.13506 4.10911 2.79150 0.0 0.0 0.0
H -1.28197 3.75687 3.15816 0.0 0.0 0.0
H -1.44667 2.58188 4.48202 0.0 0.0 0.0
H -1.91681 2.12508 2.83080 0.0 0.0 0.0
C -3.91371 -0.26671 -1.24201 0.1 -0.1 0.1
Si -2.95709 1.28551 -0.76679 0.2 0.0 -0.3
C -2.97442 2.35340 -2.29256 0.0 0.0 0.0
C -3.87085 2.02614 0.67688 0.0 -0.1 0.0
N -1.19935 0.88867 -0.44929 0.2 0.3 -0.4
C -0.30780 1.99328 -0.64236 -0.1 0.0 0.1
C -0.58171 3.23729 -0.08316 0.0 0.0 0.1
C 0.23303 4.33717 -0.29814 0.1 -0.1 0.0
C 1.35478 4.19750 -1.09904 0.0 0.0 0.0
C 1.64110 2.97517 -1.68574 0.0 -0.1 0.0
C 0.81861 1.87554 -1.46792 0.0 0.1 -0.1
O 0.99536 0.67780 -2.09787 0.0 -0.1 0.1
C 2.14446 0.44454 -2.84405 -0.1 0.0 0.0
C 1.98930 0.25529 -4.20526 0.1 0.0 0.0
C 3.10177 -0.05589 -4.97614 0.0 0.0 0.0
C 4.35001 -0.16916 -4.38356 0.0 0.0 0.0
C 4.48723 0.02578 -3.01530 0.0 0.0 0.0
C 3.38350 0.33157 -2.23341 0.0 0.0 0.0
H -4.59076 0.08034 -2.02866 0.0 -0.1 0.0
H -4.55699 -0.65932 -0.45386 0.0 0.0 0.0
H -3.34277 -1.09067 -1.67587 0.0 0.0 0.0
H -4.00205 2.67774 -2.47686 0.0 0.0 0.0
H -2.65548 1.75690 -3.15115 0.0 0.0 0.0
H -2.34502 3.24063 -2.24950 0.0 0.0 0.1
H -4.90750 2.13713 0.34331 0.0 0.0 0.0
H -3.53320 3.00654 1.00801 0.0 0.0 0.0
H -3.88504 1.34545 1.53176 0.0 0.0 0.0
H -1.46326 3.34757 0.53242 0.0 0.0 0.0
H -0.01536 5.29169 0.14736 0.0 0.0 0.0
H 1.99986 5.04372 -1.29459 0.0 0.0 0.0
H 2.49241 2.87742 -2.34397 0.0 0.0 0.0
H 1.00617 0.36085 -4.64537 0.0 0.0 0.0
H 2.99204 -0.20059 -6.04280 0.0 0.0 0.0
H 5.21613 -0.40871 -4.98534 0.0 0.0 0.0
H 5.46004 -0.06476 -2.55016 0.0 0.0 0.0
H 3.47582 0.47815 -1.16527 0.0 0.0 0.0
F -4.89693 -3.04613 0.60308 0.1 0.1 0.1
Te -3.30502 -2.37867 1.39880 -0.7 -0.3 0.4
F -0.76357 -2.68120 0.99973 -0.1 -0.5 0.0
F -2.73136 -2.61812 3.16494 -0.1 0.0 0.0
F -2.92926 -4.24712 1.34432 0.0 0.0 -0.1
F -4.58378 -1.28363 2.28181 0.2 0.0 -0.1
O -1.33333 -0.27588 1.98387 0.3 -0.2 0.4
N -1.89584 -3.69137 -1.37011 0.0 -0.1 -0.2
C -1.34154 -2.75190 -2.14663 -0.2 -0.2 0.2
N -1.53673 -2.77202 -3.46812 0.0 0.0 0.0
O -0.66118 -1.81098 -1.64903 0.1 -0.1 0.0
H -2.41650 -4.46103 -1.75576 0.0 0.0 0.0
H -1.59382 -3.76617 -0.40604 0.1 0.0 0.0
H -1.99270 -3.53460 -3.93645 0.0 0.0 0.0
H -1.14949 -2.02086 -4.01290 0.0 0.0 0.0
```
Positions in Å, forces in eV/Å.

## Properties
lowest unoccupied orbital energy (alpha / beta): -0.126 / -0.131 hartree
expectation value of S²: 0.759
2S+1: 2
E_HOMO (alpha / beta): -10.7 / -10.7 eV
total charge: +1

Atomic partial charges in e from the Mulliken method, atoms 1 to 4: 0.7535 -0.9969 0.3568 -0.6715



Record 2
Molecular formula: C4H6FN2
Method: DFT, the ωB97M-V functional and the def2-TZVPD basis

```
13
Properties=species:S:1:pos:R:3:forces:R:3
C 1.91817 -0.03698 -0.27090 -2.9 -0.9 0.4
C 0.73975 -0.81667 -0.19847 3.1 2.3 -0.5
C 0.20871 1.25948 0.19497 -0.5 0.3 0.5
C -2.68444 -0.47372 0.30919 2.3 -1.4 1.8
N 1.53825 1.23860 0.00209 -2.4 -2.3 -0.3
N -0.26595 0.00901 0.04939 -2.8 2.1 1.2
F -3.06912 0.52147 -0.31860 -0.6 0.6 -0.6
H 2.84987 -0.21700 -0.66181 2.0 -0.7 -0.4
H 0.60437 -1.81700 -0.41558 -0.1 -1.8 -0.3
H -0.29964 2.21618 0.49322 0.3 -1.5 -0.4
H -2.24654 -1.35204 -0.21916 -0.9 0.8 0.1
H -2.92748 -0.51653 1.43799 0.5 0.3 -1.8
H 2.10252 1.98070 0.21090 1.9 2.2 0.2
```
Positions in Å, forces in eV/Å.

## Properties
lowest unoccupied orbital energy: -0.229 hartree
E_HOMO: -13.1 eV
total charge: +1

Atomic partial charges in e from the Mulliken method, atoms 1 to 4: -0.3518 -0.3533 -0.2238 0.2772



Record 3
Molecular formula: C24H74BeO14
Method: DFT, the ωB97M-V functional and the def2-TZVPD basis

```
113
Properties=species:S:1:pos:R:3:forces:R:3
Be -1.59044 0.66587 -0.18730 -0.1 0.3 0.3
O -2.88220 1.04545 0.55179 -0.1 -1.2 1.8
H -3.01949 0.64805 1.45562 0.1 0.7 -1.7
O -0.34319 -0.23587 0.22226 -0.4 0.4 -0.2
H -0.34433 -0.71097 1.05046 0.0 0.1 0.3
C 5.47550 -2.96277 -0.64314 -1.4 1.2 -1.4
C 4.86780 -3.66236 0.53776 -0.9 0.5 2.6
O 3.77579 -2.87571 1.13483 0.2 -0.4 -0.6
H 4.89299 -2.91935 -1.59864 0.1 -0.3 0.9
H 6.39432 -3.39362 -0.90061 1.5 -0.8 -0.3
H 5.71213 -1.89101 -0.40649 -0.4 -1.0 0.2
H 5.66585 -3.61234 1.29797 -0.2 -0.1 0.0
H 4.52543 -4.72572 0.63207 0.5 0.7 -1.3
H 2.88524 -3.26717 0.94763 0.8 0.2 -0.1
C -2.56903 -4.78801 3.71227 2.3 -1.3 -0.7
C -1.86731 -3.68964 2.94917 -1.2 1.3 -1.1
O -2.82640 -2.58747 2.80383 -0.5 -1.3 1.4
H -3.36960 -5.22163 3.09777 0.0 0.3 0.7
H -2.77946 -4.46493 4.68838 -1.3 0.6 1.1
H -1.81108 -5.59498 3.96515 -0.7 0.6 -0.8
H -1.78114 -3.99576 1.90874 1.0 -0.4 0.0
H -0.92578 -3.30146 3.37124 -0.3 -0.5 -0.1
H -2.44393 -1.83236 2.39907 0.8 0.8 -0.6
C -1.00323 3.36273 -4.68703 -0.2 2.7 -0.9
C -0.08889 4.61299 -4.32516 -0.9 -1.5 -0.3
O 0.05469 4.99400 -2.96258 0.9 -0.4 -0.4
H -2.06125 3.69814 -4.81854 0.7 -0.3 0.2
H -0.97017 2.56322 -3.99291 0.3 -0.8 0.6
H -0.63338 3.09953 -5.69527 -0.3 -0.4 0.5
H -0.41677 5.42256 -4.97196 0.0 0.4 0.2
H 0.90168 4.31934 -4.61510 0.6 0.1 -0.2
H -0.77367 5.15843 -2.53961 -1.3 0.2 0.3
C -1.67082 -4.99673 -2.48922 -1.1 -0.3 0.1
C -2.75214 -4.07066 -1.97243 -2.7 2.0 -2.0
O -2.73121 -2.61004 -2.34901 0.8 -2.1 0.2
H -1.47128 -4.93960 -3.54720 -0.3 0.1 -0.5
H -2.06795 -5.99471 -2.25010 0.4 0.0 -0.2
H -0.72961 -4.88935 -2.00037 0.6 0.3 0.6
H -2.80364 -4.06450 -0.91123 0.0 -0.3 1.1
H -3.80914 -4.29730 -2.37526 1.8 -0.4 0.7
H -1.82090 -2.41671 -2.10027 0.6 0.6 0.1
C 1.21224 -6.03999 1.61261 -0.1 -1.7 0.8
C 0.67593 -5.16985 0.53348 0.7 2.4 0.9
O 1.20141 -3.77496 0.66058 -0.7 -1.1 -0.9
H 0.66057 -7.02933 1.54623 0.9 0.8 -0.2
H 1.03555 -5.77458 2.67346 0.0 0.6 -0.7
H 2.29567 -6.18701 1.48269 -0.4 -0.2 0.1
H -0.36403 -5.05794 0.60344 -1.7 -0.1 0.3
H 0.85177 -5.58341 -0.42994 0.7 -0.2 -0.9
H 0.75475 -3.22890 -0.03566 0.5 -0.5 0.5
C 0.11615 4.28348 1.17743 -1.2 1.3 -1.6
C -0.27789 2.87786 1.12136 -1.0 -1.4 -1.1
O -0.87653 2.47978 -0.16751 0.2 0.1 0.4
H -0.69729 5.01316 1.12111 -0.4 -0.3 0.2
H 0.67570 4.49251 0.29912 1.0 0.5 -0.7
H 0.65067 4.53722 2.03253 1.1 0.2 1.6
H -1.09778 2.67914 1.75081 -0.8 -0.4 1.2
H 0.54351 2.21810 1.36324 0.2 -0.3 0.0
H -0.21771 2.55668 -0.86653 0.6 -0.1 -0.5
C -3.72351 1.12459 -3.58506 -1.4 1.4 1.0
C -3.53508 0.42885 -2.27305 0.5 0.0 0.8
O -2.03760 0.28417 -1.88838 -2.5 2.0 0.3
H -3.44622 2.20350 -3.44039 0.3 -1.1 -0.7
H -4.83806 1.19392 -3.81021 1.3 -0.5 0.2
H -3.21234 0.55835 -4.31599 0.5 0.0 -1.3
H -3.96363 -0.57276 -2.25499 0.3 0.0 0.0
H -4.03305 1.03926 -1.52676 0.5 -0.3 0.6
H -1.78543 -0.54249 -2.25807 0.7 -1.2 -0.3
C 2.19578 -2.13816 -2.14244 1.9 1.5 0.8
C 0.87980 -1.62196 -2.58534 -0.7 -1.6 0.6
O -0.08023 -1.96799 -1.58431 -0.4 -0.3 0.0
H 2.41531 -1.71044 -1.11757 -0.1 -0.8 -0.9
H 3.02088 -1.72661 -2.77470 -0.5 -0.6 0.2
H 2.19575 -3.22543 -2.14500 0.2 0.0 0.2
H 0.55604 -2.23908 -3.40329 -0.1 0.3 -1.0
H 0.86554 -0.57608 -2.79270 0.0 0.9 -0.3
H -0.04083 -1.31973 -0.82706 -0.2 0.4 0.1
C -0.22485 2.31119 5.42834 0.9 2.4 -1.1
C 0.78820 3.50017 5.59051 0.2 -0.5 -0.1
O 0.46950 4.71556 4.84507 -1.2 0.6 2.7
H 0.12694 1.42020 5.90784 0.0 -0.4 0.3
H -0.42782 2.16107 4.36887 0.4 -0.3 -0.1
H -1.13601 2.71622 5.77890 -1.3 -0.2 0.9
H 1.72098 3.22326 5.13026 0.6 -0.4 0.1
H 0.98216 3.69914 6.67995 -0.3 0.0 -1.0
H 0.12075 5.35949 5.54764 0.6 -1.3 -1.9
C -5.13866 5.14775 -0.61148 2.2 -0.7 0.3
C -3.90103 4.23848 -0.97777 -0.8 -0.8 -1.9
O -2.70233 5.01529 -1.20725 0.1 -0.7 0.9
H -4.93340 5.74574 0.29477 0.0 -0.4 -0.3
H -5.88986 4.41475 -0.39181 -1.0 0.1 0.0
H -5.37728 5.84093 -1.41584 -0.2 -0.3 -0.1
H -4.14718 3.65253 -1.99514 0.4 1.4 2.0
H -3.70330 3.39423 -0.26714 -0.2 1.0 -0.2
H -2.07342 4.68984 -0.53127 -0.3 0.3 -0.6
C 3.07884 0.09483 2.74199 -0.6 -0.6 0.5
C 4.53577 0.41445 2.79211 0.5 -1.0 1.3
O 5.29390 -0.49685 1.98693 0.5 1.2 0.8
H 2.54541 0.91683 3.21645 -0.3 -0.1 0.1
H 2.81667 -0.86575 3.20988 0.1 0.3 0.0
H 2.78458 0.03180 1.70718 -0.4 0.1 -0.5
H 4.89245 0.33099 3.89344 -0.2 0.5 -1.9
H 4.56221 1.43320 2.40880 0.9 0.2 0.1
H 4.67575 -1.02104 1.49046 -0.6 -0.7 -0.3
C 2.84305 1.40831 -1.07717 -0.5 -0.9 2.0
C 2.24395 2.74083 -1.25981 0.8 0.0 0.5
O 1.12534 2.52115 -2.08965 -0.5 1.1 0.1
H 2.07038 0.76130 -0.59210 0.6 0.2 -0.4
H 3.69011 1.45969 -0.38706 0.2 -0.2 -0.3
H 3.08576 1.02691 -2.03254 0.6 -0.7 -0.9
H 2.99812 3.37031 -1.74689 -0.4 0.4 0.0
H 1.99857 3.14397 -0.25804 -0.1 0.1 -0.6
H 0.83590 3.42177 -2.31818 -0.4 0.1 -0.5
```
Positions in Å, forces in eV/Å.

## Properties
lowest unoccupied orbital energy: 0.020 hartree
E_HOMO: -9.7 eV
total charge: 0

Atomic partial charges in e from the Mulliken method, atoms 1 to 4: 0.0575 -0.5227 0.2329 -0.0796



Record 4
Molecular formula: C4H11NO2
Method: DFT, the ωB97M-V functional and the def2-TZVPD basis

```
18
Properties=species:S:1:pos:R:3:forces:R:3
C 0.12132 -0.03611 2.30891 0.6 0.0 -0.7
C 0.03098 -1.27162 3.17623 0.9 -1.6 -0.3
O 0.72712 -2.27267 3.02635 -0.9 1.7 0.1
H 0.97686 -0.08233 1.60551 -0.3 -0.3 0.6
H 0.23636 0.89511 2.87758 -0.4 -0.3 0.1
H -0.75684 -0.00681 1.64281 0.0 0.2 0.5
H -0.74888 -1.31796 3.96860 0.1 0.4 -0.2
N -0.22974 1.66415 -2.64474 -0.1 0.5 0.8
C -0.65353 0.36969 -2.04722 -0.3 1.1 -0.8
C 0.51159 -0.05288 -1.20751 0.4 -0.7 0.5
O 0.16235 -1.28281 -0.54193 -0.3 0.8 -0.6
H -0.16731 2.36811 -1.89197 0.1 -0.5 -0.5
H -0.89928 2.06979 -3.28248 -0.2 -0.3 -0.2
H -0.83163 -0.33306 -2.88491 0.0 0.2 0.6
H -1.56413 0.47539 -1.42750 0.2 -0.3 -0.3
H 0.75312 0.73031 -0.45634 -0.2 -0.3 -0.3
H 1.39175 -0.12344 -1.87344 -0.3 -0.3 0.4
H 0.93991 -1.79286 -0.34796 0.5 -0.2 0.1
```
Positions in Å, forces in eV/Å.

## Properties
lowest unoccupied orbital energy: 0.034 hartree
SMILES: CC=O.NCCO
E_HOMO: -9.7 eV
total charge: 0

Atomic partial charges in e from the Mulliken method, atoms 1 to 4: -0.6352 0.0736 -0.4790 0.1313



Record 5
Molecular formula: C2Br2N2O2
Method: DFT, the ωB97M-V functional and the def2-TZVPD basis

```
8
Properties=species:S:1:pos:R:3:forces:R:3
C -1.94275 -0.37259 -1.02110 -0.2 0.6 0.5
C 1.36768 -0.15598 -0.07951 1.0 1.4 -2.5
N -1.68679 -1.22214 -1.74130 0.2 -0.7 -0.5
N 0.98275 -0.29033 1.12152 -0.4 -0.6 3.5
O 0.02036 -0.53693 1.78949 -0.1 -0.1 -0.7
O 2.08172 -0.42008 -0.95270 -0.4 -0.4 -0.1
Br 1.48863 2.04753 0.76381 -0.1 -0.4 -0.2
Br -2.31162 0.95052 0.11979 -0.1 0.2 0.0
```
Positions in Å, forces in eV/Å.

## Properties
lowest unoccupied orbital energy (alpha / beta): -0.101 / -0.101 hartree
E_HOMO (alpha / beta): -10.4 / -10.4 eV
total charge: 0

Atomic partial charges in e from the Mulliken method, atoms 1 to 4: 0.2897 0.6316 -0.3709 0.1908